{
  "formula": "C19H16AuN3OS",
  "method": "ωB97M-V/def2-TZVPD",
  "fmax_ev_per_a": 1.77,
  "homo_ev": [-5.63, -6.96],
  "lumo_energy_ha": [0.005, -0.043],
  "spin_multiplicity": 3,
  "e_above_lowest_ev": 0.000,
  "total_charge": 0,
  "s2": 2.007,
  "energy_ev": -41002.8962,
  "species": ["Au", "C", "N", "C", "C", "N", "C", "S", "C", "C", "C", "C", "C", "N", "H", "H", "H", "H", "H", "H", "H", "H", "H", "O", "C", "C", "C", "C", "C", "C", "C", "C", "C", "C", "H", "H", "H", "H", "H", "H", "H"],
  "coordinates": [[0.89536, -1.03292, 0.15009], [4.13729, 4.17962, 0.16310], [2.67648, 4.23873, 0.20007], [1.95694, 5.40744, 0.23574], [0.66589, 5.05852, 0.26224], [0.57625, 3.65492, 0.24287], [1.84994, 3.17903, 0.20379], [2.74599, 1.51093, 0.15630], [-0.78082, 3.07121, 0.26972], [-1.85048, 3.99150, 0.31195], [-3.14263, 3.51810, 0.34078], [-3.37460, 2.14959, 0.33010], [-2.26331, 1.34282, 0.28836], [-1.00941, 1.79388, 0.25708], [4.50150, 5.20503, 0.16996], [4.47375, 3.67203, -0.73662], [4.51718, 3.64462, 1.02902], [2.42033, 6.37727, 0.23930], [-0.15903, 5.73304, 0.29330], [-1.74523, 5.05851, 0.32421], [-3.96060, 4.22557, 0.37322], [-4.36911, 1.72917, 0.35464], [-2.35605, 0.26181, 0.28424], [1.29452, 0.96783, 0.17829], [-2.64525, -5.22128, -1.18196], [-2.63998, -3.80901, -1.21508], [-1.53831, -3.11814, -0.79844], [-0.37525, -3.77903, -0.32201], [0.77562, -3.04319, 0.11399], [1.86358, -3.77877, 0.53275], [1.86197, -5.19178, 0.55219], [0.76228, -5.88960, 0.14812], [-0.38706, -5.19689, -0.30301], [-1.54384, -5.89304, -0.73825], [-3.52056, -5.76622, -1.51320], [-3.51216, -3.27726, -1.57567], [-1.52082, -2.03459, -0.83113], [2.75861, -3.26742, 0.86795], [2.74366, -5.72120, 0.89434], [0.75223, -6.97366, 0.16180], [-1.53489, -6.97716, -0.71415]]
}

***

{
  "formula": "C19H16Cl3N3O6",
  "method": "ωB97M-V/def2-TZVPD",
  "fmax_ev_per_a": 5.31,
  "homo_ev": -9.96,
  "lumo_energy_ha": -0.028,
  "e_above_lowest_ev": 0.012,
  "total_charge": 0,
  "energy_ev": -74275.5394,
  "smiles": "O=[N+]([O-])c1ccccc1.O=[N+]([O-])c1ccccc1.O=[N+]([O-])c1ccccc1.ClC(Cl)Cl",
  "species": ["O", "N", "O", "C", "C", "C", "C", "C", "C", "H", "H", "H", "H", "H", "O", "N", "O", "C", "C", "C", "C", "C", "C", "H", "H", "H", "H", "H", "O", "N", "O", "C", "C", "C", "C", "C", "C", "H", "H", "H", "H", "H", "Cl", "C", "Cl", "Cl", "H"],
  "coordinates": [[-1.68495, 3.26918, 1.37655], [-0.87442, 4.17590, 1.28619], [-0.12316, 4.27183, 0.39130], [-0.64709, 5.05647, 2.46184], [0.35257, 6.07536, 2.43548], [0.58148, 6.95443, 3.49068], [-0.22945, 6.85243, 4.59144], [-1.23174, 5.86970, 4.65750], [-1.42870, 5.04133, 3.65462], [1.03003, 6.13879, 1.59677], [1.47375, 7.56182, 3.45430], [-0.06141, 7.40507, 5.50400], [-1.90899, 5.79549, 5.49549], [-2.23157, 4.31962, 3.68536], [-0.00891, -6.06211, 0.83228], [-1.02016, -5.70241, 0.21989], [-2.14602, -5.60841, 0.73669], [-0.96026, -5.37508, -1.25340], [0.23551, -5.40326, -1.92926], [0.29050, -5.35805, -3.33109], [-0.87185, -5.04774, -4.07660], [-2.04875, -4.86535, -3.39852], [-2.08726, -4.96783, -1.96152], [1.10407, -5.64143, -1.33323], [1.24482, -5.49002, -3.81922], [-0.75744, -4.95839, -5.14681], [-2.91804, -4.59632, -3.98022], [-3.05679, -4.87034, -1.49583], [1.92172, -2.38533, -1.18452], [1.63658, -1.26314, -0.79858], [2.30504, -0.57970, 0.01140], [0.37410, -0.69971, -1.33917], [-0.03617, 0.64865, -1.04416], [-1.25897, 1.10876, -1.47093], [-1.98909, 0.32729, -2.38600], [-1.56372, -0.90743, -2.71031], [-0.40616, -1.46619, -2.21570], [0.51835, 1.31282, -0.39779], [-1.62884, 2.08529, -1.19527], [-2.87264, 0.78809, -2.80242], [-2.27356, -1.46873, -3.29979], [-0.15412, -2.48362, -2.47597], [6.26289, 1.28528, 1.87749], [4.98515, 0.06388, 1.72624], [4.09333, 0.09702, 3.23231], [5.79751, -1.54182, 1.40875], [4.27283, 0.23792, 0.91976]]
}

***

{
  "formula": "C19H16ClN3O6",
  "method": "ωB97M-V/def2-TZVPD",
  "fmax_ev_per_a": 17.56,
  "homo_ev": -8.16,
  "lumo_energy_ha": -0.025,
  "e_above_lowest_ev": 9.799,
  "total_charge": 0,
  "energy_ev": -49223.8892,
  "species": ["C", "H", "H", "H", "O", "C", "O", "C", "C", "C", "C", "C", "C", "H", "N", "C", "O", "C", "C", "C", "C", "O", "C", "N", "C", "C", "C", "N", "H", "Cl", "H", "H", "H", "H", "H", "H", "H", "C", "O", "O", "C", "H", "H", "H", "H"],
  "coordinates": [[-4.98391, -2.36569, 1.06604], [-5.16580, -2.29089, -0.07300], [-4.87526, -3.31610, 1.26671], [-5.67963, -1.81418, 1.55540], [-3.68366, -2.07075, 1.01697], [-3.56164, -0.68863, 0.93517], [-4.47022, 0.01652, 0.68583], [-2.10909, -0.17217, 0.95152], [-1.77160, 1.11156, 0.57982], [-0.35804, 1.44138, 0.80935], [0.48528, 0.83012, 1.39726], [0.07513, -0.55965, 1.66179], [-1.12312, -1.24205, 1.49865], [-1.42343, -1.96553, 1.94541], [1.07742, -1.55236, 2.22089], [2.37437, -1.69462, 2.31252], [3.13659, -2.44780, 3.05026], [3.01014, -1.14740, 1.05819], [4.47808, -0.75685, 0.64111], [4.39812, -0.33964, -0.50257], [3.08918, -0.37233, -1.15948], [2.18198, -0.70006, 0.04364], [2.52496, 0.15793, -2.32305], [1.19101, -0.54239, -2.38050], [0.05492, 0.04843, -2.39610], [-0.76324, -1.11705, -2.38609], [-0.07947, -2.37745, -2.91496], [1.21234, -1.67630, -3.03403], [-0.49684, -3.19715, -3.11859], [-2.49512, -1.14770, -1.98585], [-0.06114, 0.97429, -1.81055], [2.35988, 1.10479, -2.52425], [3.22190, -0.21389, -3.17733], [5.27866, -0.22636, -1.18977], [5.15624, -1.08583, 1.38412], [0.75377, -1.95452, 3.09310], [1.57943, 0.99623, 1.34479], [0.06760, 2.83022, 0.59050], [1.18474, 3.07453, -0.01546], [-1.02498, 3.84401, 0.38488], [-0.47876, 4.92767, -0.03328], [-1.57028, 5.70670, 0.20003], [-0.40429, 4.91327, -1.22501], [0.25178, 5.25348, 0.38143], [-2.56399, 1.80418, 0.17448]]
}

***

{
  "formula": "C19H16ClN5OS",
  "method": "ωB97M-V/def2-TZVPD",
  "fmax_ev_per_a": 3.01,
  "homo_ev": -8.38,
  "lumo_energy_ha": 0.016,
  "e_above_lowest_ev": 1.697,
  "total_charge": 0,
  "energy_ev": -52816.9102,
  "smiles": "Cc1cccc(Cl)c1NC(=O)c1ccc2nc(NN3C=CCC=N3)sc2c1",
  "species": ["C", "C", "C", "C", "C", "C", "Cl", "C", "N", "C", "O", "C", "C", "C", "C", "N", "C", "N", "N", "C", "C", "C", "C", "N", "S", "C", "C", "H", "H", "H", "H", "H", "H", "H", "H", "H", "H", "H", "H", "H", "H", "H", "H"],
  "coordinates": [[5.21390, -1.51689, 1.91610], [5.55516, -0.15290, 1.44931], [6.70768, 0.45832, 1.96951], [7.18924, 1.67956, 1.50717], [6.49071, 2.30354, 0.48021], [5.32381, 1.71797, -0.06118], [4.56119, 2.54836, -1.37918], [4.82641, 0.50786, 0.42996], [3.70412, -0.06282, -0.21712], [2.51606, -0.41698, 0.39871], [2.43079, -0.40703, 1.60008], [1.26116, -0.59048, -0.36447], [1.19499, -0.64778, -1.78097], [-0.04414, -0.78853, -2.42441], [-1.23695, -0.85961, -1.69024], [-2.47503, -0.82783, -2.26586], [-3.39485, -0.78938, -1.32729], [-4.68674, -0.68066, -1.71714], [-5.71639, -0.23836, -0.85493], [-6.87342, -0.99722, -0.71256], [-7.92891, -0.57115, 0.04623], [-7.78280, 0.73219, 0.80812], [-6.69489, 1.58781, 0.18648], [-5.76067, 1.11286, -0.62035], [-2.77846, -0.76498, 0.32911], [-1.19300, -0.79218, -0.33334], [0.02392, -0.69384, 0.34085], [6.09417, -2.03360, 2.30142], [4.44946, -1.45439, 2.71401], [4.77988, -2.13440, 1.08938], [7.21753, -0.05869, 2.78253], [8.09276, 2.11882, 1.89318], [6.88814, 3.28898, 0.15117], [3.61659, 0.21612, -1.18337], [2.07099, -0.55434, -2.36596], [-0.11590, -0.73820, -3.49028], [-4.72274, -0.30585, -2.65463], [-6.93633, -1.89360, -1.30621], [-8.82169, -1.18317, 0.04178], [-7.58400, 0.55035, 1.86691], [-8.72530, 1.25143, 0.74140], [-6.75534, 2.67101, 0.29856], [0.01888, -0.59032, 1.40732]]
}

***

{
  "formula": "C19H16F3N3O4",
  "method": "ωB97M-V/def2-TZVPD",
  "fmax_ev_per_a": 19.50,
  "homo_ev": -8.62,
  "lumo_energy_ha": 0.011,
  "e_above_lowest_ev": 13.489,
  "total_charge": 0,
  "energy_ev": -40764.4285,
  "species": ["C", "H", "H", "C", "N", "C", "O", "N", "C", "O", "C", "H", "H", "C", "O", "N", "C", "C", "C", "C", "C", "C", "H", "H", "F", "H", "H", "H", "H", "C", "C", "C", "C", "C", "C", "H", "H", "O", "C", "F", "F", "H", "H", "H", "H"],
  "coordinates": [[-1.84005, -0.34553, 1.78607], [-2.35312, -0.63651, 0.77708], [-1.63344, -1.28662, 2.31962], [-0.36714, 0.22431, 1.32940], [-0.39398, 1.36162, 0.20984], [0.06916, 0.82698, -0.76597], [0.01149, 1.41653, -1.76502], [0.81660, -0.47883, -0.57093], [0.55237, -0.89607, 0.74973], [0.78871, -1.91602, 1.17739], [1.55890, -1.43212, -1.39940], [2.13988, -2.07631, -0.85231], [2.24502, -0.40843, -2.05488], [0.63506, -2.03075, -2.59342], [0.68162, -3.07873, -2.74286], [-0.06524, -1.01425, -3.30875], [-0.91482, -1.13332, -4.55179], [-1.44851, -0.09914, -5.06369], [-2.12362, -0.38530, -6.30358], [-2.53494, -1.61968, -6.60794], [-1.81444, -2.62622, -6.08370], [-1.14459, -2.62223, -4.82197], [-0.63850, -3.50666, -4.48413], [-2.24651, -3.72989, -6.36640], [-2.98786, -1.77380, -7.79810], [-2.64476, 0.53640, -6.76391], [-1.22123, 1.01434, -4.77130], [0.24802, -0.18915, -3.18235], [-1.11589, 2.01382, 0.46432], [0.32336, 0.72458, 2.57894], [0.94288, 1.94674, 2.65044], [1.66334, 2.56133, 3.74417], [1.79754, 1.56879, 4.79565], [1.35929, 0.43102, 4.74285], [0.66750, -0.07464, 3.66560], [0.41581, -1.38120, 3.60579], [1.74988, -0.32217, 5.49471], [2.31203, 1.95514, 6.02790], [1.87611, 2.73215, 6.86638], [0.78173, 2.00163, 7.49174], [1.16611, 3.92088, 6.29485], [2.38537, 2.92913, 7.89549], [1.87437, 3.57080, 3.90432], [0.60789, 2.84891, 1.86606], [-2.18139, 0.47845, 2.41410]]
}